[1]
26
Properties=species:S:1:pos:R:3:forces:R:3 method="wB97M-V/def2-TZVPD" max_force_ev_per_a=2.90 e_homo_ha=-0.300 relative_energy_kj_mol=171.13 gap_ha=0.335 spin_multiplicity=1 energy_ha=-403.00899
H 0.991 2.224 1.444 -0.046 -0.248 -0.214
N 0.883 1.431 2.077 0.165 0.577 0.644
C 1.099 0.312 1.546 0.206 -0.469 -2.531
C 1.021 -0.929 2.384 0.357 -0.101 0.350
N 0.677 -2.097 1.583 0.025 -0.140 -0.216
H 1.213 0.175 0.342 0.016 0.203 2.892
H 1.987 -1.034 2.920 -0.265 0.059 -0.148
H 0.251 -0.795 3.142 0.010 0.115 0.068
H 1.377 -2.235 0.858 -0.050 -0.100 0.123
H 0.664 -2.928 2.164 0.036 0.071 -0.151
C -1.949 1.179 0.198 0.387 -0.035 0.115
C -1.404 -0.012 -0.568 1.878 0.079 -1.204
N 0.057 0.158 -1.153 -2.029 -0.026 0.230
C 0.409 -1.032 -1.909 -0.329 0.064 0.181
C 0.196 1.342 -1.982 -0.357 -0.056 0.135
H -1.354 1.377 1.088 -0.037 0.003 -0.004
H -1.969 2.088 -0.397 -0.093 0.060 -0.144
H -2.967 0.966 0.525 -0.038 -0.041 -0.073
H -1.349 -0.895 0.077 0.024 0.109 -0.153
H -2.052 -0.230 -1.434 0.037 -0.076 0.157
H 0.338 -1.895 -1.250 0.026 -0.132 -0.032
H 1.428 -0.950 -2.289 0.054 0.027 0.051
H -0.258 -1.198 -2.769 -0.019 -0.022 -0.036
H -0.510 1.349 -2.828 0.010 0.022 -0.055
H 1.209 1.398 -2.387 -0.024 -0.029 0.072
H 0.012 2.231 -1.381 0.058 0.088 -0.057

[2]
21
Properties=species:S:1:pos:R:3:forces:R:3 method="wB97M-V/def2-TZVPD" max_force_ev_per_a=3.22 e_homo_ha=-0.471 total_charge=+1 relative_energy_kj_mol=88.71 gap_ha=0.355 spin_multiplicity=1 energy_ha=-688.72892
C 2.206 -1.281 -0.338 -0.200 -1.772 0.116
C 1.055 -0.322 -0.405 1.583 2.405 -1.441
C -0.228 -0.915 -0.940 -0.678 -0.189 0.862
C -1.494 -0.017 -0.970 0.234 -0.164 1.563
S -1.089 1.754 -0.985 -0.546 0.121 -0.896
N 0.907 0.364 0.941 0.145 -0.767 1.725
H 1.879 -2.227 0.164 0.621 0.697 0.018
H 3.190 -0.918 -0.001 -0.682 0.143 0.353
H 2.399 -1.585 -1.352 0.044 -0.220 -0.562
H 1.440 0.499 -1.085 -0.874 -0.666 0.768
H -0.104 -1.224 -1.987 0.524 -0.254 0.512
H -0.396 -1.782 -0.269 -0.312 -0.011 -0.763
H -2.163 -0.076 -0.100 0.634 -0.479 0.216
H -2.132 -0.436 -1.722 -0.247 0.590 -0.922
H -1.558 2.019 -2.214 0.187 0.189 0.066
H 1.023 1.373 0.972 -0.228 0.166 -0.517
H 1.603 -0.012 1.600 0.406 0.155 -0.519
H 0.104 0.081 1.547 -0.402 0.075 -0.685
H -0.745 -0.557 3.626 -0.554 -0.685 0.064
H -0.774 -1.826 2.586 -0.430 0.293 0.789
O -0.311 -1.047 2.921 0.775 0.372 -0.747

Repeat the first record exactly.
26
Properties=species:S:1:pos:R:3:forces:R:3 method="wB97M-V/def2-TZVPD" max_force_ev_per_a=2.90 e_homo_ha=-0.300 relative_energy_kj_mol=171.13 gap_ha=0.335 spin_multiplicity=1 energy_ha=-403.00899
H 0.991 2.224 1.444 -0.046 -0.248 -0.214
N 0.883 1.431 2.077 0.165 0.577 0.644
C 1.099 0.312 1.546 0.206 -0.469 -2.531
C 1.021 -0.929 2.384 0.357 -0.101 0.350
N 0.677 -2.097 1.583 0.025 -0.140 -0.216
H 1.213 0.175 0.342 0.016 0.203 2.892
H 1.987 -1.034 2.920 -0.265 0.059 -0.148
H 0.251 -0.795 3.142 0.010 0.115 0.068
H 1.377 -2.235 0.858 -0.050 -0.100 0.123
H 0.664 -2.928 2.164 0.036 0.071 -0.151
C -1.949 1.179 0.198 0.387 -0.035 0.115
C -1.404 -0.012 -0.568 1.878 0.079 -1.204
N 0.057 0.158 -1.153 -2.029 -0.026 0.230
C 0.409 -1.032 -1.909 -0.329 0.064 0.181
C 0.196 1.342 -1.982 -0.357 -0.056 0.135
H -1.354 1.377 1.088 -0.037 0.003 -0.004
H -1.969 2.088 -0.397 -0.093 0.060 -0.144
H -2.967 0.966 0.525 -0.038 -0.041 -0.073
H -1.349 -0.895 0.077 0.024 0.109 -0.153
H -2.052 -0.230 -1.434 0.037 -0.076 0.157
H 0.338 -1.895 -1.250 0.026 -0.132 -0.032
H 1.428 -0.950 -2.289 0.054 0.027 0.051
H -0.258 -1.198 -2.769 -0.019 -0.022 -0.036
H -0.510 1.349 -2.828 0.010 0.022 -0.055
H 1.209 1.398 -2.387 -0.024 -0.029 0.072
H 0.012 2.231 -1.381 0.058 0.088 -0.057